Record 1
C31H54N12SSe4Si4TeZr | ωB97M-V/def2-TZVPD

Each line ends with the Löwdin charge.
Geometry (Å):
Zr (-0.90662, 1.60871, 2.88105)  0.92
N (-2.71205, -2.10670, 1.20705)  -0.06
C (-2.00300, -0.95826, 1.74096)  -1.15
S (-3.05311, 0.14037, 2.72348)  0.45
N (-0.84855, -1.44076, 2.47970)  -0.07
N (-0.41417, -0.55762, 3.28941)  -0.26
C (0.55608, -0.84822, 4.15936)  -0.16
C (1.04231, 0.19074, 5.00829)  -0.31
C (1.93898, -0.07848, 6.06246)  -0.06
C (2.34268, 0.94274, 6.88779)  -0.10
C (1.87882, 2.23831, 6.65433)  -0.08
C (1.02932, 2.43924, 5.58659)  -0.21
N (0.61445, 1.45856, 4.77954)  -0.08
H (-3.63381, -1.78980, 0.92940)  0.05
H (-2.83923, -2.76101, 1.97547)  0.07
H (0.91455, -1.86628, 4.24080)  0.10
H (2.27502, -1.09741, 6.21212)  0.10
H (3.01146, 0.74038, 7.71770)  0.09
H (2.16447, 3.07013, 7.28352)  0.09
H (0.65989, 3.42863, 5.35378)  0.02
Se (-2.39228, 1.79482, 5.75228)  -0.09
Se (-2.99086, 3.18529, 4.00136)  -0.10
Se (-1.42704, 4.94094, 4.01875)  -0.08
Se (0.33111, 4.25368, 2.62890)  -0.06
C (4.47311, -1.63942, -0.31059)  -0.08
C (5.24214, -1.09099, 0.88158)  -0.41
C (5.81686, 0.28925, 0.57714)  -0.08
C (4.36847, -1.06558, 2.13894)  -0.11
N (3.29487, -0.07956, 2.10136)  -0.09
C (2.04896, -0.15061, 1.65803)  -0.17
N (1.43941, 0.97949, 1.92581)  -0.05
N (2.37786, 1.75852, 2.54492)  -0.02
N (3.48006, 1.13581, 2.65588)  0.08
H (5.13658, -1.79496, -1.16423)  0.08
H (3.68691, -0.95029, -0.62656)  0.07
H (4.00440, -2.59468, -0.07435)  0.07
H (6.06722, -1.77314, 1.11096)  0.13
H (5.01431, 1.00470, 0.38538)  0.06
H (6.44774, 0.25302, -0.31302)  0.08
H (6.40972, 0.67170, 1.41206)  0.08
H (4.97327, -0.79837, 3.00299)  0.12
H (3.91986, -2.04261, 2.31292)  0.13
H (1.59224, -1.00125, 1.16968)  0.12
N (4.05595, 4.45512, -1.03039)  0.10
C (2.69582, 4.14773, -1.11454)  -0.39
C (2.20636, 2.91133, -0.68129)  -0.11
N (0.93327, 2.59430, -0.76655)  0.05
C (0.11566, 3.50446, -1.29737)  -0.15
C (0.60352, 4.71676, -1.74277)  -0.12
N (1.89669, 5.04793, -1.66100)  0.11
H (4.53108, 4.03353, -0.24803)  0.08
H (4.22270, 5.44640, -1.10586)  0.08
H (2.88301, 2.17493, -0.24939)  0.09
H (-0.93917, 3.25718, -1.34912)  0.09
H (-0.05952, 5.45862, -2.17336)  0.10
C (-1.89235, -5.05694, -3.16623)  -0.24
Si (-2.15423, -3.98700, -1.62065)  0.31
C (-1.46412, -5.04930, -0.21760)  -0.24
C (-4.04069, -3.93169, -1.40959)  -0.23
Si (-1.20140, -1.87258, -1.64560)  0.20
Te (-1.14316, 0.27393, 0.05382)  1.11
Si (-2.42612, -0.86027, -3.36272)  0.28
C (-2.82366, -1.79709, -4.95951)  -0.23
C (-4.09306, -0.26480, -2.72150)  -0.22
C (-1.51246, 0.69635, -3.93233)  -0.23
Si (0.76614, -2.24611, -2.82700)  0.29
C (1.77648, -0.64192, -2.86739)  -0.23
C (0.75802, -2.81526, -4.63467)  -0.23
C (1.83392, -3.55238, -1.96445)  -0.24
H (-2.46704, -5.98838, -3.10268)  0.02
H (-0.83266, -5.31284, -3.28764)  0.01
H (-2.20257, -4.52058, -4.07124)  0.00
H (-2.14294, -5.86306, 0.06104)  0.02
H (-1.29102, -4.42577, 0.66506)  0.01
H (-0.50071, -5.49009, -0.50331)  0.01
H (-4.38912, -4.66703, -0.67707)  0.02
H (-4.55202, -4.12453, -2.36006)  0.02
H (-4.36114, -2.94366, -1.06349)  0.00
H (-3.46400, -2.66594, -4.76400)  0.01
H (-1.91112, -2.16462, -5.44234)  0.00
H (-3.34451, -1.13761, -5.66255)  0.02
H (-4.77840, -1.10061, -2.53794)  0.01
H (-4.57477, 0.43127, -3.41677)  0.03
H (-3.94648, 0.26390, -1.77299)  -0.01
H (-0.71096, 0.45308, -4.63988)  0.01
H (-1.04804, 1.18497, -3.06755)  -0.01
H (-2.18426, 1.41970, -4.40729)  0.02
H (1.40565, 0.00915, -3.66684)  0.01
H (2.84726, -0.80243, -3.03404)  0.02
H (1.64030, -0.07941, -1.93373)  -0.01
H (0.35109, -2.02777, -5.27892)  0.01
H (0.13334, -3.70516, -4.77292)  0.01
H (1.77278, -3.04826, -4.97688)  0.02
H (1.84921, -3.38410, -0.88154)  0.01
H (2.86453, -3.55888, -2.33364)  0.02
H (1.40565, -4.55002, -2.12305)  0.01
N (-1.58788, 2.24040, 1.12478)  -0.55
C (-2.75824, 2.88038, 0.71437)  -0.50
C (-3.92387, 2.22171, 0.28581)  -0.12
C (-5.02270, 2.92503, -0.19150)  -0.11
C (-5.01750, 4.31331, -0.26049)  -0.14
C (-3.88023, 4.98431, 0.17307)  -0.12
C (-2.77387, 4.28713, 0.64219)  -0.11
H (-3.97414, 1.14860, 0.37273)  0.03
H (-5.89600, 2.36939, -0.51643)  0.09
H (-5.87365, 4.85774, -0.64169)  0.08
H (-3.84011, 6.06869, 0.13625)  0.09
H (-1.88092, 4.81974, 0.94532)  0.04

Force components x, y, z for each atom (eV/Å):
-0.80 1.50 0.49
0.20 -0.04 0.03
-0.32 0.13 0.03
0.12 -0.44 0.18
-0.40 -0.45 0.15
0.50 -0.75 -0.13
0.03 0.22 0.21
-0.14 -0.08 -0.22
0.06 0.00 0.10
0.00 -0.07 -0.06
0.01 -0.01 -0.01
0.02 0.00 -0.02
0.43 -0.22 -0.01
-0.01 0.01 -0.03
-0.01 0.03 0.05
-0.05 -0.10 0.06
-0.01 0.01 0.04
0.01 -0.01 -0.02
0.00 -0.01 -0.03
-0.06 0.00 -0.05
0.05 0.04 -0.10
0.19 -0.02 -0.11
0.00 0.57 0.19
0.01 -0.08 0.45
0.01 -0.04 -0.05
-0.16 0.16 -0.05
0.07 0.00 0.05
0.03 0.09 -0.07
0.54 -0.25 -0.01
-0.65 -0.20 -0.27
0.68 0.82 0.72
-0.11 -0.13 -0.27
0.00 0.09 -0.05
-0.04 0.04 0.00
-0.02 0.00 -0.02
-0.02 -0.05 -0.03
0.00 -0.03 0.04
0.03 -0.02 -0.01
0.00 -0.01 0.02
-0.03 0.00 -0.04
-0.04 0.00 0.09
-0.05 -0.02 0.02
-0.04 0.03 0.12
-0.07 -0.09 -0.10
0.11 0.08 0.01
0.03 -0.10 0.08
0.22 0.13 -0.21
-0.09 -0.01 0.01
0.08 0.03 -0.01
-0.10 0.03 0.02
-0.03 0.03 0.05
-0.01 0.02 0.06
-0.03 0.03 -0.02
0.05 0.03 0.03
-0.01 -0.03 0.01
0.16 0.13 -0.28
-0.13 -0.35 0.24
0.23 0.05 0.20
-0.17 0.28 0.02
0.02 -0.47 -0.46
-0.23 0.02 -0.89
-0.11 0.34 -0.08
0.10 -0.36 -0.05
-0.14 0.00 0.26
0.22 0.07 0.09
0.41 0.11 -0.05
-0.08 0.22 0.15
-0.32 -0.06 -0.16
-0.09 -0.16 0.25
0.03 0.04 0.04
-0.11 -0.02 0.02
0.02 -0.12 0.09
0.02 0.02 -0.07
-0.05 -0.07 -0.05
-0.09 0.03 0.01
0.04 0.00 -0.07
0.05 0.00 0.06
0.00 -0.13 -0.01
0.03 0.11 -0.04
-0.13 0.04 0.01
0.01 -0.01 0.05
0.05 0.07 -0.03
0.03 -0.06 -0.02
-0.05 -0.02 -0.09
-0.07 0.02 0.04
-0.04 0.03 -0.10
0.01 -0.08 0.00
0.04 -0.04 0.06
-0.03 -0.05 -0.01
0.08 -0.05 -0.07
0.08 -0.07 0.02
0.10 0.08 -0.02
-0.02 0.04 0.05
0.03 -0.03 -0.07
-0.01 0.01 -0.02
0.05 0.08 0.01
-0.79 -0.65 0.05
0.53 0.15 -0.47
-0.14 0.05 0.03
0.10 -0.02 0.04
0.05 -0.05 0.04
0.14 -0.07 0.06
-0.02 0.16 -0.07
0.04 -0.07 -0.07
0.00 -0.01 0.01
-0.01 -0.01 0.01
0.00 -0.02 0.01
0.00 -0.01 0.04

As for the net charge: -2. The value obtained for the electronic energy is -13347.9121 hartree. For the energy above the lowest of the compared OMol25 structures with the same formula, charge and spin, the calculation gives 151.51 kJ/mol. Its LUMO energy is 0.1374 hartree.


Record 2
C31H54N3OP2Pd | ωB97M-V/def2-TZVPD

Each line ends with the Löwdin charge.
Geometry (Å):
C (1.64298, -1.49261, 1.94865)  -0.29
C (1.66932, 0.85327, 2.13901)  -0.30
C (2.72679, -1.62239, 2.83368)  0.04
C (2.67451, 0.75950, 3.14662)  0.04
C (3.18714, -0.47769, 3.48832)  0.01
H (3.14448, -2.61379, 3.00838)  0.14
H (3.05271, 1.68562, 3.56906)  0.14
H (3.97233, -0.56298, 4.23595)  0.14
N (1.08438, -0.31142, 1.72558)  0.05
P (-0.65875, -2.50024, 0.63786)  1.16
P (0.24209, 2.40381, 0.18731)  1.21
C (1.10008, -2.70598, 1.18141)  -0.21
H (1.70470, -2.87690, 0.27450)  0.09
H (1.21699, -3.59390, 1.81417)  0.09
C (1.33428, 2.07887, 1.52261)  -0.18
H (1.79593, 2.95828, 1.98648)  0.11
C (1.56494, 3.46331, -0.83852)  -0.60
C (-1.13762, 3.67516, 0.64015)  -0.63
C (-0.92448, -3.37672, -1.02436)  -0.65
C (-1.48561, -3.40535, 2.06286)  -0.66
C (1.12064, 3.28474, -2.29128)  -0.08
H (0.15092, 3.75354, -2.50009)  0.08
H (1.86309, 3.73241, -2.96981)  0.12
H (1.03415, 2.21908, -2.52733)  0.03
C (1.68981, 4.95718, -0.48968)  -0.06
H (0.77965, 5.54285, -0.64787)  0.07
H (2.04295, 5.11397, 0.53761)  0.09
H (2.45553, 5.38862, -1.15558)  0.12
C (2.95382, 2.86391, -0.60349)  -0.09
H (3.66527, 3.31668, -1.30937)  0.11
H (3.32492, 3.06102, 0.40816)  0.09
H (2.95525, 1.77947, -0.75460)  0.04
C (-1.59674, 4.41084, -0.63353)  -0.07
H (-2.00384, 3.68897, -1.35677)  0.10
H (-2.40524, 5.10596, -0.35833)  0.12
H (-0.81976, 4.99494, -1.13245)  0.06
C (-2.38738, 2.96700, 1.16900)  -0.12
H (-2.76733, 2.22653, 0.45608)  0.06
H (-2.21772, 2.48845, 2.13510)  0.07
H (-3.17664, 3.72219, 1.31382)  0.12
C (-0.62255, 4.60070, 1.74557)  -0.05
H (0.19963, 5.24574, 1.42748)  0.07
H (-1.44753, 5.25227, 2.06780)  0.12
H (-0.29122, 4.01613, 2.61189)  0.09
C (-3.00524, -3.30698, 1.86456)  -0.07
H (-3.48545, -3.79188, 2.72734)  0.12
H (-3.34449, -2.26596, 1.81471)  0.05
H (-3.33820, -3.82254, 0.95500)  0.08
C (-1.09282, -2.71337, 3.38201)  -0.07
H (-0.01358, -2.77293, 3.56600)  0.08
H (-1.40844, -1.66754, 3.41003)  0.06
H (-1.60517, -3.24348, 4.19851)  0.12
C (-1.07990, -4.88885, 2.19147)  -0.05
H (-1.39389, -5.22076, 3.19229)  0.11
H (-1.59061, -5.53072, 1.46666)  0.08
H (0.00067, -5.05569, 2.11709)  0.08
C (0.42510, -3.46434, -1.75002)  -0.10
H (1.07665, -4.23823, -1.32001)  0.10
H (0.24237, -3.73913, -2.80103)  0.12
H (0.95090, -2.50106, -1.74315)  0.03
C (-1.87669, -2.48330, -1.84225)  -0.10
H (-1.39838, -1.52083, -2.07032)  0.05
H (-2.11058, -2.99095, -2.78882)  0.11
H (-2.81089, -2.25754, -1.31146)  0.05
C (-1.50696, -4.79291, -0.93374)  -0.06
H (-0.83754, -5.48277, -0.40503)  0.09
H (-2.50693, -4.82055, -0.48462)  0.08
H (-1.60595, -5.17138, -1.96349)  0.12
Pd (-0.64261, -0.08005, 0.28335)  0.72
C (-1.96584, -0.04942, 1.62242)  -0.25
O (-2.76331, 0.08204, 2.45656)  0.14
N (0.84704, -0.14356, -1.05620)  0.07
C (1.78591, 0.15700, -1.70170)  -0.04
C (2.59968, -0.04960, -3.00797)  -0.55
C (3.88256, 0.76212, -2.96587)  -0.04
C (2.97757, -1.51894, -3.15190)  -0.03
C (1.75217, 0.38100, -4.20542)  -0.02
H (3.67601, 1.83702, -2.94566)  0.07
H (4.47621, 0.48525, -2.08814)  0.11
H (4.47913, 0.55328, -3.86178)  0.12
H (2.10662, -2.12158, -3.42642)  0.08
H (3.72245, -1.62170, -3.95198)  0.12
H (3.41551, -1.90868, -2.22489)  0.10
H (2.24790, 0.06944, -5.13236)  0.12
H (0.76181, -0.08953, -4.16295)  0.10
H (1.62203, 1.46663, -4.24419)  0.08
C (-6.08158, 0.80664, 0.59206)  -0.03
C (-4.87986, 0.13648, 0.13626)  -0.23
N (-3.93009, -0.41772, -0.23904)  0.15
H (-6.33194, 1.62820, -0.09147)  0.11
H (-5.92822, 1.20939, 1.60330)  0.10
H (-6.91997, 0.09898, 0.61022)  0.11

Force components x, y, z for each atom (eV/Å):
-0.22 -0.59 -0.29
0.16 -0.10 0.52
-0.23 0.20 0.01
-0.26 0.41 -0.60
0.10 -0.40 0.05
0.00 0.34 0.04
0.08 -0.21 0.03
-0.13 0.06 -0.13
-0.06 0.27 -1.03
0.69 -3.13 0.55
1.44 3.43 -0.22
0.51 0.73 0.03
-0.02 0.23 0.42
-0.17 0.16 -0.26
-0.18 -0.66 1.93
-0.17 -0.13 -0.30
-0.16 -0.29 -0.44
-1.34 0.10 -0.02
0.07 0.17 -0.51
-0.74 0.38 0.22
0.07 0.04 -0.27
0.31 -0.13 0.03
-0.20 -0.10 0.17
-0.04 0.33 -0.09
-0.23 0.26 0.28
0.40 -0.15 0.09
-0.04 -0.03 -0.26
-0.18 -0.30 0.13
0.01 -0.19 0.00
-0.24 -0.12 0.19
-0.02 0.01 -0.25
0.23 0.21 0.08
0.26 -0.14 -0.33
0.00 0.26 0.14
0.24 -0.26 0.01
-0.37 -0.18 0.18
-0.15 -0.20 0.13
-0.02 0.11 0.07
0.02 0.11 -0.04
0.29 -0.22 -0.04
0.73 -0.03 0.12
-0.27 -0.14 0.12
0.06 -0.24 -0.15
-0.16 0.21 -0.02
-0.16 -0.09 0.13
0.00 0.17 -0.28
-0.05 -0.30 0.04
0.03 0.18 0.32
0.01 0.04 -0.10
-0.23 0.00 0.11
0.14 -0.18 0.17
0.17 0.24 -0.20
0.02 -0.22 -0.25
0.10 0.14 -0.25
0.19 0.23 0.28
-0.24 -0.09 0.05
0.14 0.05 0.00
-0.14 0.21 -0.10
0.00 0.08 0.32
-0.14 -0.33 -0.05
-0.13 0.09 0.18
-0.08 -0.08 -0.12
0.06 0.19 0.24
0.21 -0.19 -0.21
-0.07 -0.23 0.17
-0.22 0.20 -0.19
0.34 -0.05 -0.17
0.04 0.20 0.24
0.46 -0.98 0.17
-5.17 1.72 4.68
3.23 -0.84 -2.95
3.38 1.53 -2.32
-2.39 -2.55 -0.91
0.84 0.87 0.06
0.41 0.40 0.10
-0.29 -0.69 0.45
-0.73 0.20 0.10
0.13 -0.25 -0.03
0.07 0.14 -0.17
-0.20 0.01 0.20
0.23 0.05 0.05
-0.22 0.18 0.23
-0.01 -0.04 -0.22
0.00 -0.01 0.30
0.17 0.07 -0.17
0.06 -0.27 -0.11
-0.38 0.26 0.14
1.14 -0.87 -0.69
-1.02 0.93 0.59
0.07 -0.21 0.17
-0.06 -0.14 -0.28
0.22 0.15 0.01

As for the net charge: +3. The value obtained for the electronic energy is -2262.6171 hartree. Its LUMO energy (alpha / beta) is -0.3084 / -0.4705 hartree. The expectation value of S² is 6.05. As for the spin multiplicity: 5.